# 1
C4H6N2 | the ωB97M-V functional and the def2-TZVPD basis

Highest occupied orbital energy: -9.69 eV
Frontier orbital gap: 10.49 eV
DFT total energy: -265.421497 Eh

Structure (XYZ):
```
12
Properties=species:S:1:pos:R:3:lowdin_charge:R:1
C 0.952 0.109 0.407 -0.354
C -0.365 0.042 -0.306 -0.243
C 0.275 1.254 1.170 -0.155
C -1.238 -0.960 -1.326 -0.013
N -0.938 0.942 0.395 0.077
N 1.949 -0.603 0.187 0.144
H 0.310 1.144 2.338 0.133
H 0.475 2.345 0.965 0.112
H -1.224 -1.966 -0.847 0.057
H -0.748 -1.090 -2.289 0.039
H -2.361 -0.588 -1.369 0.101
H 2.914 -0.629 0.675 0.101
```

***

# 2
C5H6O | the ωB97M-V functional and the def2-TZVPD basis

Structure (SMILES): C=CC(=C)C=O
Highest occupied orbital energy: -9.05 eV
Frontier orbital gap: 9.19 eV
DFT total energy: -269.240048 Eh

Structure (XYZ):
```
12
Properties=species:S:1:pos:R:3:lowdin_charge:R:1
C 1.959 0.455 0.171 0.014
C 0.656 0.653 -0.071 -0.212
C -0.442 -0.268 0.046 -0.220
C -0.348 -1.585 -0.080 0.039
C -2.009 0.717 -0.063 -0.142
O -3.034 0.226 0.204 0.087
H 2.751 1.166 0.284 0.051
H 2.306 -0.510 0.354 0.030
H 0.470 1.780 -0.224 0.110
H -1.274 -2.160 0.066 0.069
H 0.550 -2.168 -0.176 0.060
H -1.583 1.692 -0.511 0.114
```

***

# 3
C3H5NO3 | the ωB97M-V functional and the def2-TZVPD basis

Highest occupied orbital energy: -9.60 eV
Frontier orbital gap: 10.07 eV
DFT total energy: -397.741800 Eh

Structure (XYZ):
```
12
Properties=species:S:1:pos:R:3:lowdin_charge:R:1
N 1.313 -0.063 0.863 0.177
C 0.047 0.195 1.275 -0.514
O -0.233 0.626 2.377 0.064
C -1.041 -0.124 0.248 -0.071
O -0.989 0.776 -0.889 -0.069
C -0.339 0.577 -2.005 -0.127
O 0.363 -0.574 -1.931 -0.018
H 1.503 -0.442 -0.052 0.082
H 2.071 0.144 1.495 0.117
H -0.991 -1.167 -0.078 0.127
H -2.000 0.083 0.720 0.134
H 0.784 -0.648 -2.798 0.100
```

***

# 4
C4H5B | the ωB97M-V functional and the def2-TZVPD basis

Structure (SMILES): B1C=CC=C1
Highest occupied orbital energy: -8.81 eV
Frontier orbital gap: 8.13 eV
DFT total energy: -180.164252 Eh

Structure (XYZ):
```
10
Properties=species:S:1:pos:R:3:lowdin_charge:R:1
B 0.813 0.979 0.402 -0.018
C -0.322 1.034 -0.715 -0.070
C -0.936 -0.133 -0.597 -0.141
C -0.204 -1.103 0.160 -0.153
C 0.958 -0.679 0.687 -0.002
H 1.195 2.007 0.925 0.051
H -0.792 1.909 -1.108 0.070
H -1.906 -0.289 -1.208 0.139
H -0.478 -2.066 0.240 0.064
H 1.393 -1.395 1.344 0.061
```

***

# 5
C4H8N3 | the ωB97M-V functional and the def2-TZVPD basis

Structure (SMILES): C[N@@H+]1CN2CC2=N1
Highest occupied orbital energy: -14.73 eV
Frontier orbital gap: 10.97 eV
DFT total energy: -321.045631 Eh
Charge: +1

Structure (XYZ):
```
15
Properties=species:S:1:pos:R:3:lowdin_charge:R:1
C -1.382 -0.238 -1.272 0.022
N 0.009 -0.685 -0.868 -0.080
C -0.016 -0.897 0.641 -0.074
N 0.148 0.446 1.115 0.004
C 1.265 1.387 1.432 0.067
C 0.903 1.069 0.052 -0.186
N 0.872 0.501 -1.103 0.160
H -1.776 0.693 -0.781 0.146
H -1.425 -0.336 -2.289 0.068
H -2.037 -1.101 -1.075 0.107
H 0.576 -1.304 -1.438 0.192
H 0.794 -1.449 0.949 0.110
H -1.137 -1.283 0.907 0.199
H 2.245 0.954 1.705 0.136
H 0.963 2.243 2.025 0.130
```

***

# 6
C10H16Cl2N4RhSe3Te | the ωB97M-V functional and the def2-TZVPD basis

Highest occupied orbital energy: -3.24 eV
Frontier orbital gap: 5.47 eV
DFT total energy: -9113.024118 Eh
Charge: -1

Structure (XYZ):
```
37
Properties=species:S:1:pos:R:3:lowdin_charge:R:1
Rh -0.333 -1.122 -0.674 0.435
N 0.230 0.893 -1.198 -0.055
C 1.556 1.234 -0.660 -0.209
C 1.738 0.540 0.683 -0.196
N 1.479 -0.898 0.598 -0.142
C 2.530 -1.776 0.077 -0.191
C 2.533 -1.835 -1.450 -0.232
N 1.172 -2.080 -1.943 -0.140
H 0.123 1.169 -2.167 0.097
H -0.488 1.390 -0.674 0.022
H 1.665 2.313 -0.518 0.118
H 2.314 0.924 -1.377 0.092
H 0.996 0.931 1.381 0.096
H 2.740 0.750 1.081 0.119
H 1.122 -1.222 1.490 0.107
H 2.320 -2.777 0.457 0.106
H 3.523 -1.475 0.438 0.116
H 3.226 -2.621 -1.768 0.115
H 2.899 -0.901 -1.873 0.090
H 0.960 -3.084 -1.902 -0.120
H 1.047 -1.832 -2.920 0.025
Se -2.198 -1.919 -1.967 -0.067
Se -1.401 -2.855 -3.851 -0.120
Te -0.094 -5.153 -0.890 0.086
Se -1.366 -3.206 -0.032 -0.106
Cl -2.893 1.395 -1.358 0.591
C -2.509 1.761 0.329 -0.606
C -3.036 2.958 0.786 -0.188
C -2.921 3.356 2.105 -0.160
C -2.251 2.487 2.975 -0.178
C -1.733 1.307 2.525 -0.613
Cl -0.878 0.308 3.689 0.594
C -1.804 0.790 1.152 -0.538
N -1.240 -0.359 0.913 -0.195
H -3.567 3.578 0.073 0.083
H -3.338 4.291 2.450 0.075
H -2.123 2.740 4.021 0.086
```

***

Calculated values (kcal/mol) of energy above the lowest of the compared OMol25 structures with the same formula, charge and spin for the records, taken in order: 71.6; 66.6; 59.5; 0.0; 154.2; 0.0.